(1)
Entry from the Open Molecules 2025 dataset: a molecular structure, C14H38GaO15P3 in a non-equilibrium geometry (ωB97M-V with the def2-TZVPD basis set).

M: 609.1 g/mol
highest occupied orbital energy: 0.3 eV
maximum force: 7.8 eV Å⁻¹
orbital gap: 0.0444 hartree
2S+1: 1
total charge: -2

Positions of all 71 atoms, in Å:
C  3.405  5.985  0.972
C  3.028  4.484  0.826
C  1.637  4.127  1.431
O  0.917  3.414  0.457
C  -0.481  3.741  0.466
Ga  -0.872  5.691  -0.151
C  -1.801  6.610  1.533
O  -1.028  7.090  2.372
O  -3.034  6.566  1.538
H  3.707  6.416  0.010
H  2.593  6.578  1.400
H  4.304  6.061  1.603
H  2.992  4.255  -0.245
H  3.798  3.845  1.273
H  1.866  3.501  2.317
H  1.114  5.014  1.808
H  -0.996  3.483  1.405
H  -0.944  3.113  -0.312
H  0.566  6.397  -0.385
H  -1.779  5.742  -1.471
C  -0.925  -2.484  1.504
O  -0.109  -1.447  0.931
P  1.229  -1.975  0.062
O  2.240  -2.001  1.173
O  1.318  -0.646  -0.842
C  0.839  0.639  -0.420
O  2.127  -2.753  -1.137
C  2.123  -4.179  -1.067
H  -1.742  -2.011  2.043
H  -1.338  -3.114  0.715
H  -0.339  -3.089  2.199
H  1.191  0.889  0.577
H  -0.248  0.662  -0.457
H  1.215  1.383  -1.117
H  1.103  -4.568  -1.131
H  2.584  -4.516  -0.135
H  2.698  -4.564  -1.909
C  2.998  -1.720  -3.547
O  4.070  -1.386  -4.464
P  4.295  0.243  -4.720
O  3.388  0.447  -5.893
O  5.849  0.071  -5.136
C  6.355  -1.115  -5.720
O  4.623  1.812  -4.306
C  3.622  2.467  -3.498
H  2.939  -2.800  -3.474
H  3.200  -1.307  -2.565
H  2.049  -1.335  -3.925
H  5.731  -1.451  -6.549
H  6.442  -1.899  -4.968
H  7.354  -0.896  -6.099
H  3.466  1.929  -2.563
H  2.680  2.536  -4.044
H  3.977  3.468  -3.270
C  -8.142  -4.543  4.623
O  -7.371  -3.479  4.094
P  -5.923  -3.967  3.270
O  -5.101  -3.863  4.545
O  -5.818  -2.616  2.374
C  -6.479  -1.413  2.721
O  -4.608  -4.628  2.381
C  -4.434  -6.024  2.532
H  -9.010  -4.116  5.126
H  -8.484  -5.207  3.823
H  -7.554  -5.113  5.350
H  -6.311  -1.152  3.766
H  -7.547  -1.496  2.517
H  -6.074  -0.620  2.092
H  -5.331  -6.565  2.212
H  -4.213  -6.271  3.575
H  -3.596  -6.334  1.907


(2)
Entry from the Open Molecules 2025 dataset: a molecular structure, C3H12O4 in a non-equilibrium geometry (ωB97M-V with the def2-TZVPD basis set).

energy above the lowest of the compared OMol25 structures with the same formula, charge and spin: 77.1 kcal per mole
M: 112.1 g/mol
highest occupied orbital energy: -9.7 eV
maximum force: 6.6 eV Å⁻¹
orbital gap: 0.3003 hartree
2S+1: 1

Positions of all 19 atoms, in Å:
O  -0.034  0.967  0.841
C  -0.610  0.105  0.231
C  -2.082  -0.064  0.584
C  -2.974  1.030  -0.033
H  -0.789  -0.295  -1.138
H  -2.155  -0.142  1.685
H  -2.373  -1.088  0.302
H  -3.979  1.171  0.366
H  -3.073  0.884  -1.117
H  -2.414  1.962  0.016
H  2.958  -0.967  -1.452
H  3.290  0.343  -0.543
O  3.563  -0.249  -1.265
H  2.060  -2.220  -0.079
H  0.822  -1.887  -0.772
O  1.654  -2.340  -0.950
H  2.532  1.234  1.681
H  1.251  0.797  0.776
O  2.353  0.757  0.866


(3)
Entry from the Open Molecules 2025 dataset: a molecular structure, C42H37BrCl2F4NO3PPtSi (ωB97M-V with the def2-TZVPD basis set).

energy above the lowest of the compared OMol25 structures with the same formula, charge and spin: 53.5 kcal per mole
M: 1084.7 g/mol
highest occupied orbital energy (alpha / beta): -13.3 / -13.3 eV
maximum force: 1.0 eV Å⁻¹
orbital gap (alpha / beta): 0.1620 / 0.1621 hartree
2S+1: 1
total charge: +2

Positions of all 93 atoms, in Å:
Pt  0.141  -0.147  0.350
F  5.526  0.147  4.771
C  4.308  0.089  4.285
C  3.214  0.160  5.139
F  3.398  0.287  6.437
C  1.933  0.094  4.615
F  0.901  0.156  5.451
C  1.711  -0.029  3.250
P  0.037  -0.265  2.597
C  -0.426  -1.804  3.419
C  0.343  -2.921  3.075
C  0.094  -4.141  3.675
C  -0.922  -4.256  4.618
C  -1.664  -3.143  4.980
C  -1.416  -1.911  4.389
C  -0.979  1.092  3.207
C  -2.372  0.967  3.223
C  -3.159  2.016  3.673
C  -2.562  3.201  4.086
C  -1.180  3.339  4.047
C  -0.387  2.288  3.612
C  2.823  -0.101  2.426
Br  2.595  -0.272  0.556
C  4.110  -0.046  2.916
F  5.149  -0.121  2.100
H  1.134  -2.834  2.337
H  0.696  -5.003  3.419
H  -1.119  -5.212  5.085
H  -2.430  -3.225  5.740
H  -1.973  -1.045  4.717
H  -2.843  0.043  2.905
H  -4.234  1.905  3.712
H  -3.175  4.015  4.451
H  -0.716  4.262  4.368
H  0.689  2.407  3.586
O  0.008  0.327  -1.808
C  0.084  1.726  -2.356
C  0.655  2.657  -1.259
O  0.481  3.866  -1.395
O  1.257  2.096  -0.299
C  -1.335  2.100  -2.811
C  -1.742  3.419  -3.019
C  -3.014  3.692  -3.514
C  -3.899  2.670  -3.825
C  -3.490  1.356  -3.655
C  -2.220  1.085  -3.163
C  1.029  1.636  -3.550
C  0.861  0.592  -4.463
C  1.716  0.457  -5.546
C  2.735  1.377  -5.740
C  2.892  2.427  -4.848
C  2.048  2.561  -3.754
H  0.750  -0.142  -2.221
H  -1.057  4.228  -2.816
H  -3.297  4.722  -3.691
H  -4.875  2.895  -4.234
H  -4.141  0.540  -3.948
H  -1.884  0.067  -3.082
H  0.040  -0.108  -4.352
H  1.572  -0.354  -6.248
H  3.401  1.279  -6.587
H  3.680  3.153  -5.000
H  2.178  3.392  -3.075
C  -4.534  -1.396  -1.071
Si  -2.750  -1.567  -0.564
C  -2.662  -2.672  0.918
C  -1.849  -2.294  -2.014
N  -1.857  0.068  0.033
C  -2.375  1.254  0.113
C  -1.567  2.404  0.563
C  -2.042  3.676  0.468
C  -3.341  3.882  0.001
C  -4.198  2.809  -0.360
C  -3.746  1.540  -0.316
H  -4.779  -2.398  -1.441
H  -4.708  -0.708  -1.898
H  -5.228  -1.182  -0.258
H  -2.932  -3.670  0.562
H  -3.367  -2.402  1.707
H  -1.667  -2.737  1.346
H  -2.122  -3.354  -1.999
H  -0.766  -2.235  -1.992
H  -2.213  -1.886  -2.955
H  -0.547  2.240  0.882
H  -1.401  4.509  0.717
H  -3.713  4.897  -0.091
H  -5.203  3.020  -0.697
H  -4.385  0.734  -0.621
Cl  0.231  -5.410  -2.098
C  0.988  -4.907  -0.600
Cl  1.259  -3.133  -0.544
H  1.961  -5.375  -0.510
H  0.340  -5.151  0.233


DFT total energy in hartree, matching the order above: -4633.51572, -422.33858, -6546.61861